1.
This record from the Open Molecules 2025 dataset describes the molecule C3H6O2S in a non-equilibrium geometry. The level of theory is ωB97M-V/def2-TZVPD.

**Kohn-Sham gap**: 0.3671 Eh
**E_HOMO**: -0.3417 Ha
**Calculated total energy**: -18136.7992 eV
**LUMO energy**: 0.6904 eV
**ΔE to the lowest compared entry with this formula, charge and spin**: 207.27 kJ/mol
**Net charge**: 0
**SMILES**: O[C@@H]1[C@H](O)[C@@H]1S

Element x y z (Å)
1 C 0.62 -0.74 0.40
2 C -0.65 -0.03 0.71
3 C 0.47 0.84 0.36
4 H -0.01 -1.68 -1.12
5 H 1.13 -1.28 1.21
6 H -0.94 0.11 1.71
7 H -1.77 0.98 -0.94
8 H 0.98 1.38 1.18
9 H 0.81 0.63 -1.48
10 O 0.84 -1.40 -0.80
11 O 0.60 1.36 -0.89
12 S -2.08 -0.16 -0.35

Taken from the Löwdin analysis, the atomic charges in e are:
1. C -0.302
2. C -0.578
3. C -0.323
4. H 0.064
5. H 0.147
6. H 0.085
7. H -0.131
8. H 0.157
9. H 0.096
10. O -0.013
11. O -0.013
12. S 0.811



2.
This record from the Open Molecules 2025 dataset describes a structure of composition C4H8O2 in a non-equilibrium geometry. The level of theory is ωB97M-V/def2-TZVPD.

**Kohn-Sham gap**: 0.2858 Eh
**E_HOMO**: -0.2578 Ha
**Calculated total energy**: -8367.6907 eV
**LUMO energy**: 0.7612 eV
**ΔE to the lowest compared entry with this formula, charge and spin**: 539.46 kJ/mol
**Net charge**: 0

Element x y z (Å)
1 C 1.39 0.52 0.03
2 C 0.81 -0.86 0.36
3 O -0.30 -1.45 0.97
4 C -1.26 -0.48 0.64
5 C -0.70 -0.13 -0.71
6 O -1.03 1.09 -1.28
7 H 0.98 1.38 0.56
8 H 2.46 0.45 0.17
9 H 1.28 0.78 -1.05
10 H 1.57 -1.67 0.35
11 H -1.14 0.34 1.37
12 H -2.28 -0.86 0.65
13 H -0.64 -0.86 -1.49
14 H -1.19 1.78 -0.62

Taken from the Löwdin analysis, the atomic charges in e are:
1. C -0.114
2. C -0.169
3. O -0.093
4. C -0.197
5. C -0.267
6. O 0.000
7. H 0.082
8. H 0.059
9. H 0.079
10. H 0.130
11. H 0.129
12. H 0.122
13. H 0.128
14. H 0.110



3.
This record from the Open Molecules 2025 dataset describes a structure of composition C4H5N3 in a non-equilibrium geometry. The level of theory is ωB97M-V/def2-TZVPD.

**Kohn-Sham gap**: 0.3545 Eh
**E_HOMO**: -0.3477 Ha
**Calculated total energy**: -8695.4003 eV
**LUMO energy**: 0.1850 eV
**ΔE to the lowest compared entry with this formula, charge and spin**: 425.70 kJ/mol
**Net charge**: 0

Element x y z (Å)
1 C 1.21 -0.07 0.06
2 C -1.03 -0.20 0.07
3 C -0.76 1.26 0.21
4 C 0.59 1.32 -0.07
5 H 2.51 -1.29 -0.08
6 H 0.22 -1.99 -0.39
7 H -2.71 -1.40 -0.14
8 H -1.57 1.92 0.53
9 H 1.38 2.00 -0.46
10 N 2.38 -0.30 0.04
11 N 0.03 -0.88 0.35
12 N -2.26 -0.36 -0.12

Taken from the Löwdin analysis, the atomic charges in e are:
1. C -0.480
2. C -0.633
3. C 0.024
4. C 0.014
5. H 0.059
6. H 0.295
7. H 0.110
8. H 0.115
9. H 0.113
10. N 0.176
11. N 0.098
12. N 0.109



4.
This record from the Open Molecules 2025 dataset describes a cluster of 12 separate species, C24H69IN2O16P in total in a non-equilibrium geometry. The level of theory is ωB97M-V/def2-TZVPD.

**Kohn-Sham gap**: 0.3050 Eh
**E_HOMO**: -0.4240 Ha
**Calculated total energy**: -79125.7686 eV
**LUMO energy**: -3.2357 eV
**Net charge**: +1

Element x y z (Å)
1 C 1.11 -1.63 1.98
2 C -0.35 -1.47 2.38
3 C -0.75 -0.24 3.23
4 I 0.91 0.88 4.04
5 C -1.72 0.74 2.56
6 C -2.93 0.10 1.80
7 C -2.83 0.53 0.32
8 C -3.28 -0.65 -0.57
9 O -2.64 -0.70 -1.85
10 C -1.63 -1.58 -1.92
11 C -1.30 -2.05 -3.30
12 O -1.01 -1.93 -0.92
13 N -1.39 0.90 0.23
14 N -0.83 1.45 -0.92
15 C 0.48 1.47 -1.07
16 C 1.25 0.28 -1.52
17 C 1.25 2.71 -0.86
18 C -1.13 1.65 1.49
19 P -1.95 3.28 1.72
20 O -3.39 3.25 1.49
21 O -1.24 4.42 0.85
22 O -1.61 3.64 3.24
23 H 1.19 -2.52 1.35
24 H 1.48 -0.80 1.37
25 H 1.76 -1.81 2.83
26 H -0.95 -1.53 1.47
27 H -0.62 -2.35 2.95
28 H -1.24 -0.61 4.12
29 H -2.22 1.25 3.38
30 H -3.88 0.49 2.15
31 H -2.97 -0.97 1.98
32 H -3.50 1.35 0.07
33 H -4.33 -0.50 -0.79
34 H -3.19 -1.59 -0.04
35 H -2.16 -2.01 -3.96
36 H -0.50 -1.41 -3.67
37 H -0.91 -3.05 -3.19
38 H -0.94 -0.03 0.37
39 H 1.74 0.58 -2.45
40 H 0.62 -0.57 -1.74
41 H 2.05 0.06 -0.82
42 H 1.96 2.83 -1.67
43 H 1.87 2.56 0.03
44 H 0.61 3.58 -0.79
45 H -0.07 1.81 1.66
46 H -0.31 4.46 1.09
47 H -0.72 3.33 3.49
48 C 4.97 1.87 -0.38
49 O 3.74 1.19 -0.07
50 H 4.74 2.92 -0.51
51 H 5.69 1.74 0.43
52 H 5.38 1.47 -1.31
53 H 3.97 0.26 0.03
54 C -5.63 -1.41 4.24
55 O -4.23 -1.16 4.24
56 H -5.85 -2.04 3.38
57 H -5.94 -1.95 5.14
58 H -6.20 -0.48 4.16
59 H -4.04 -0.61 5.01
60 C 5.91 -1.74 -0.64
61 O 4.56 -2.09 -0.94
62 H 5.88 -1.00 0.16
63 H 6.48 -2.60 -0.29
64 H 6.40 -1.30 -1.52
65 H 4.56 -2.74 -1.64
66 C 0.36 -5.00 3.35
67 O 0.87 -4.06 4.30
68 H -0.05 -4.44 2.52
69 H 1.16 -5.65 2.98
70 H -0.43 -5.61 3.79
71 H 1.24 -4.56 5.04
72 C -4.40 -2.98 -5.86
73 O -3.73 -3.76 -4.87
74 H -3.66 -2.69 -6.60
75 H -5.18 -3.56 -6.35
76 H -4.83 -2.07 -5.42
77 H -4.38 -4.02 -4.21
78 C 3.90 -2.65 5.30
79 O 2.80 -1.80 4.99
80 H 4.81 -2.06 5.22
81 H 3.82 -3.04 6.32
82 H 3.96 -3.49 4.60
83 H 1.99 -2.33 5.06
84 C 0.74 6.79 -1.08
85 O 1.47 6.11 -0.05
86 H 1.41 6.94 -1.92
87 H -0.11 6.18 -1.41
88 H 0.38 7.75 -0.73
89 H 0.87 6.00 0.69
90 C -2.52 -5.31 0.92
91 O -2.04 -6.21 1.92
92 H -1.69 -5.09 0.25
93 H -3.34 -5.76 0.34
94 H -2.88 -4.38 1.38
95 H -2.77 -6.40 2.51
96 C -6.23 -6.69 0.12
97 O -5.29 -6.36 -0.89
98 H -6.57 -5.76 0.57
99 H -7.10 -7.22 -0.29
100 H -5.78 -7.31 0.90
101 H -4.99 -7.19 -1.29
102 C 3.94 6.30 -4.05
103 O 4.64 5.63 -3.00
104 H 4.62 6.44 -4.88
105 H 3.09 5.70 -4.38
106 H 3.59 7.28 -3.71
107 H 4.03 5.52 -2.26
108 C 5.85 9.00 -6.56
109 O 4.89 7.95 -6.60
110 H 5.91 9.35 -5.54
111 H 6.83 8.65 -6.88
112 H 5.54 9.84 -7.20
113 H 4.83 7.64 -7.51

Löwdin atomic charge list, values in e, 99 entries:
1. C -0.131
2. C -0.262
3. C -0.594
4. I 1.065
5. C -0.347
6. C -0.068
7. C -0.168
8. C -0.087
9. O 0.028
10. C -0.518
11. C 0.052
12. O 0.063
13. N -0.046
14. N 0.125
15. C -0.282
16. C 0.013
17. C -0.007
18. C -0.254
19. P 0.477
20. O -0.214
21. O -0.103
22. O -0.109
23. H 0.084
24. H 0.050
25. H 0.036
26. H 0.072
27. H 0.097
28. H 0.073
29. H 0.127
30. H 0.124
31. H 0.107
32. H 0.146
33. H 0.146
34. H 0.122
35. H 0.073
36. H 0.095
37. H 0.104
38. H 0.152
39. H 0.118
40. H 0.056
41. H 0.068
42. H 0.102
43. H 0.101
44. H 0.064
45. H 0.064
46. H 0.051
47. H 0.030
48. C -0.111
49. O -0.169
50. H 0.077
51. H 0.084
52. H 0.084
53. H 0.049
54. C -0.135
55. O -0.140
56. H 0.077
57. H 0.080
58. H 0.082
59. H 0.080
60. C -0.144
61. O -0.130
62. H 0.068
63. H 0.083
64. H 0.084
65. H 0.076
66. C -0.122
67. O -0.140
68. H 0.055
69. H 0.092
70. H 0.074
71. H 0.083
72. C -0.150
73. O -0.137
74. H 0.079
75. H 0.079
76. H 0.076
77. H 0.073
78. C -0.148
79. O -0.204
80. H 0.079
81. H 0.079
82. H 0.077
83. H 0.031
84. C -0.127
85. O -0.131
86. H 0.070
87. H 0.077
88. H 0.086
89. H 0.045
90. C -0.138
91. O -0.132
92. H 0.079
93. H 0.054
94. H 0.073
95. H 0.077
96. C -0.153
97. O -0.143
98. H 0.076
99. H 0.078